Model A:
{"formula": "C5H12NO", "method": "ωB97M-V/def2-TZVPD", "symbols": ["C", "N", "C", "C", "C", "C", "O", "H", "H", "H", "H", "H", "H", "H", "H", "H", "H", "H", "H"], "coordinates": [[0.881, -0.482, -1.969], [1.145, -0.609, -0.526], [-0.648, 2.455, 0.834], [-0.366, 1.341, -0.234], [0.229, 0.094, 0.401], [-0.827, -0.974, 0.851], [-0.316, -2.214, 0.893], [0.577, -1.432, -2.464], [1.660, 0.046, -2.475], [-0.083, 0.040, -2.245], [1.047, -1.632, -0.309], [-1.065, 3.319, 0.365], [-1.136, 1.966, 1.661], [0.229, 2.726, 1.476], [-1.332, 1.274, -0.790], [0.229, 1.658, -1.042], [0.791, 0.388, 1.306], [-1.242, -0.600, 1.770], [-1.746, -0.848, 0.210]], "s_squared": 0.75, "gap_ev": [9.67, 6.73], "spin_multiplicity": 2, "total_charge": 0}


Model B:
{"formula": "C5H12NO", "method": "ωB97M-V/def2-TZVPD", "symbols": ["C", "C", "N", "C", "C", "C", "O", "H", "H", "H", "H", "H", "H", "H", "H", "H", "H", "H", "H"], "coordinates": [[2.102, 1.178, -0.672], [1.254, 0.499, 0.388], [0.042, -0.100, -0.142], [-0.851, 0.908, -0.690], [-0.618, -0.898, 0.852], [-1.632, -1.922, 0.255], [-2.857, -1.827, 0.797], [2.380, 0.460, -1.435], [3.016, 1.557, -0.213], [1.598, 2.010, -1.155], [1.869, -0.284, 0.824], [1.006, 1.191, 1.215], [-1.837, 0.501, -0.881], [-0.493, 1.268, -1.657], [-0.965, 1.759, -0.005], [0.086, -1.456, 1.461], [-1.194, -0.297, 1.584], [-1.205, -2.930, 0.272], [-1.702, -1.616, -0.797]], "s_squared": 0.75, "gap_ev": [9.94, 7.37], "spin_multiplicity": 2, "total_charge": 0}


Bottom line: model B, by a margin of 75.9 kJ/mol.


Model A:
{"formula": "C4H11PS2", "method": "ωB97M-V/def2-TZVPD", "symbols": ["C", "P", "C", "C", "S", "S", "C", "H", "H", "H", "H", "H", "H", "H", "H", "H", "H", "H"], "coordinates": [[-2.711, -1.215, -0.537], [-1.235, -0.491, -0.151], [-0.456, 0.231, -1.586], [-1.304, 1.027, 0.893], [0.617, -1.567, 0.792], [1.582, -0.522, 2.235], [3.089, 0.017, 1.279], [-3.059, -1.959, 0.160], [-2.648, -1.731, -1.433], [-0.596, 1.296, -1.687], [0.611, 0.036, -1.693], [-0.921, -0.215, -2.597], [-1.602, 1.825, 0.151], [-2.166, 0.853, 1.556], [-0.283, 1.230, 1.417], [2.772, 0.988, 1.239], [2.926, -0.523, 0.319], [3.886, -0.343, 1.809]], "gap_ev": 8.20, "total_charge": 0}


Model B:
{"formula": "C4H11PS2", "method": "ωB97M-V/def2-TZVPD", "symbols": ["C", "C", "C", "C", "P", "S", "S", "H", "H", "H", "H", "H", "H", "H", "H", "H", "H", "H"], "coordinates": [[-1.205, -0.769, 2.420], [2.591, 0.315, -1.180], [-0.939, 0.190, -2.556], [-0.632, -0.626, 1.070], [-0.371, 1.139, 0.554], [-1.234, 2.315, 1.811], [-1.540, 1.251, -1.469], [-1.101, -1.788, 2.637], [-0.798, -0.228, 3.359], [-2.184, -0.448, 2.478], [3.548, 0.749, -1.147], [2.404, -0.425, -0.390], [2.204, -0.212, -2.053], [-1.239, -0.830, -2.385], [2.061, 1.293, -1.051], [-0.627, 0.483, -3.514], [-1.255, -1.272, 0.455], [0.316, -1.137, 0.962]], "gap_ev": [6.12, 6.78], "total_charge": 0}


Bottom line: model A, by a margin of 47.2 kJ/mol.


Model A:
{"formula": "H6O4Si2", "method": "ωB97M-V/def2-TZVPD", "symbols": ["O", "Si", "O", "O", "H", "H", "O", "Si", "H", "H", "H", "H"], "coordinates": [[0.794, -0.245, -0.187], [2.227, 0.110, -0.156], [2.812, 1.645, -0.046], [3.525, -0.913, -0.080], [3.728, 1.578, -0.025], [3.273, -1.819, -0.004], [-2.116, -1.177, -0.058], [-3.049, 0.169, -0.034], [-1.230, -1.080, 0.154], [-2.553, 1.331, 0.881], [-4.347, -0.156, 1.020], [-3.065, 0.556, -1.466]], "gap_ev": 9.55, "total_charge": 0}


Model B:
{"formula": "H6O4Si2", "method": "ωB97M-V/def2-TZVPD", "symbols": ["O", "O", "O", "O", "Si", "Si", "H", "H", "H", "H", "H", "H"], "coordinates": [[-3.586, -0.158, 0.784], [2.577, 0.338, 1.534], [2.455, 1.116, -0.905], [1.531, -1.390, -0.143], [-2.507, 0.068, -0.397], [1.711, 0.144, 0.144], [-4.476, -0.464, 0.788], [2.897, 1.155, 1.927], [2.590, 0.715, -1.852], [2.075, -1.924, 0.513], [-2.866, -0.997, -1.398], [-2.401, 1.396, -0.993]], "gap_ev": [7.00, 6.96], "total_charge": 0}


Bottom line: model A, by a margin of 168.0 kJ/mol.